{
  "formula": "C31H80N4O10",
  "method": "wB97M-V/def2-TZVPD",
  "species": ["C", "O", "C", "C", "N", "C", "C", "O", "C", "H", "H", "H", "H", "H", "H", "H", "H", "H", "H", "H", "H", "H", "H", "H", "C", "O", "C", "C", "N", "C", "C", "O", "C", "H", "H", "H", "H", "H", "H", "H", "H", "H", "H", "H", "H", "H", "H", "H", "C", "O", "C", "C", "N", "C", "C", "O", "C", "H", "H", "H", "H", "H", "H", "H", "H", "H", "H", "H", "H", "H", "H", "H", "C", "C", "C", "O", "C", "N", "H", "H", "H", "H", "H", "H", "H", "H", "H", "H", "H", "C", "C", "C", "O", "H", "H", "H", "H", "H", "H", "H", "H", "C", "C", "C", "O", "H", "H", "H", "H", "H", "H", "H", "H", "C", "C", "C", "O", "H", "H", "H", "H", "H", "H", "H", "H"],
  "coordinates": [[2.846578, -6.586899, -4.981819], [3.055368, -6.685919, -3.580409], [4.399498, -6.781989, -3.238949], [4.793738, -6.056119, -1.976479], [4.420578, -4.648699, -2.261429], [4.841868, -3.724879, -1.212309], [4.080218, -3.805289, 0.199701], [2.637108, -3.899909, 0.180191], [2.155228, -4.540229, 1.331081], [3.408298, -7.349069, -5.521889], [3.198278, -5.609199, -5.311249], [1.800308, -6.816569, -5.183469], [5.061928, -6.441429, -4.034749], [4.556208, -7.855599, -3.134529], [5.807918, -6.206179, -1.606319], [4.161418, -6.394949, -1.155819], [3.420228, -4.576829, -2.142079], [4.800948, -2.764659, -1.726509], [5.917858, -3.828829, -1.072489], [4.466808, -2.929799, 0.721411], [4.457778, -4.633699, 0.799101], [2.762978, -5.380229, 1.667421], [1.148348, -4.931329, 1.185041], [2.203888, -3.729759, 2.058311], [-3.577742, -0.914909, 3.626151], [-4.605952, -0.046589, 3.359421], [-5.498542, 0.047491, 4.451721], [-6.849462, 0.511331, 3.925761], [-7.520742, -0.381779, 3.034861], [-8.818942, 0.161021, 2.617901], [-9.797162, -0.993219, 2.199531], [-10.450672, -1.711739, 3.265201], [-10.728032, -0.895039, 4.447531], [-3.960672, -1.915099, 3.828841], [-2.870472, -0.678199, 4.421031], [-2.893172, -0.889459, 2.778321], [-5.028062, 0.686831, 5.198711], [-5.651422, -0.837009, 5.070101], [-6.692682, 1.495281, 3.483761], [-7.345232, 0.506201, 4.896471], [-7.507972, -1.330079, 3.382211], [-8.724552, 0.792411, 1.734421], [-9.281622, 0.813401, 3.358471], [-9.285632, -1.678729, 1.523871], [-10.587122, -0.685719, 1.514321], [-11.129822, -1.611009, 5.164501], [-11.235622, 0.012971, 4.121981], [-9.726112, -0.659419, 4.806311], [-4.142672, 4.384191, 0.391401], [-3.130442, 4.499151, -0.612799], [-2.084152, 3.519131, -0.598659], [-1.088512, 3.845341, -1.783019], [-0.601692, 2.663141, -2.541299], [-1.629732, 2.031591, -3.342789], [-1.197342, 0.832551, -4.078299], [-2.311872, 0.124621, -4.649529], [-1.927152, -1.181889, -5.077689], [-4.921042, 5.145311, 0.337351], [-3.567472, 4.504721, 1.309391], [-4.536132, 3.369351, 0.333261], [-2.478472, 2.507511, -0.694699], [-1.721602, 3.528381, 0.429241], [-0.199832, 4.174391, -1.244429], [-1.526462, 4.661951, -2.356989], [0.085658, 3.093621, -3.143249], [-2.041482, 2.745881, -4.055779], [-2.520342, 1.748171, -2.781899], [-0.538452, 0.262571, -3.423269], [-0.713762, 1.154441, -5.000599], [-1.237992, -1.243829, -5.919899], [-2.783882, -1.765799, -5.414089], [-1.518102, -1.605159, -4.160279], [5.242738, 5.152831, -0.999549], [5.047848, 3.791311, -0.256169], [6.283538, 2.991861, 0.182351], [6.890278, 2.118121, -0.747799], [5.960928, 1.142791, -1.367499], [4.287908, 4.072761, 0.912761], [4.293728, 5.590341, -1.309509], [6.028058, 5.043091, -1.747429], [5.653168, 5.794931, -0.220219], [4.492028, 3.133731, -0.924559], [5.969528, 2.411141, 1.049671], [7.046918, 3.664121, 0.574031], [5.246338, 0.815431, -0.612319], [6.747478, 0.478281, -1.725089], [5.524738, 1.657331, -2.223699], [4.809098, 4.742611, 1.460281], [3.349418, 4.434601, 0.821021], [3.617468, 4.008821, -5.295739], [2.553478, 2.986251, -4.905839], [2.640328, 2.719831, -3.327059], [1.280148, 3.528711, -4.956679], [4.586628, 3.563181, -5.071579], [3.435568, 4.893581, -4.685649], [3.516578, 4.404861, -6.306219], [2.672138, 2.068221, -5.481389], [2.546528, 3.626041, -2.728649], [3.587878, 2.299851, -2.989619], [2.025998, 1.912371, -2.928659], [0.909148, 3.455571, -5.839069], [-0.329772, -2.790619, 5.140091], [0.561108, -1.618529, 5.666041], [-0.180102, -0.234909, 5.761181], [0.940558, -1.902479, 7.007711], [-0.723172, -2.638049, 4.135071], [-1.131882, -2.933049, 5.864281], [0.267698, -3.694249, 5.019341], [1.431078, -1.402769, 5.045791], [-1.113432, -0.522229, 6.245371], [-0.540612, 0.224411, 4.840771], [0.433988, 0.426261, 6.372611], [0.918708, -2.826799, 7.266091], [1.735548, 1.529891, 0.034441], [0.731488, 0.384101, 0.066931], [0.613718, -0.375249, 1.410661], [-0.553162, 0.774551, -0.230139], [1.618378, 2.427981, -0.572019], [2.678078, 1.081871, -0.280229], [1.947558, 1.901381, 1.037011], [1.059448, -0.371659, -0.646769], [1.413188, -1.069879, 1.668401], [-0.271562, -1.001989, 1.518341], [0.501958, 0.321841, 2.241121], [-0.557442, 1.187371, -1.096829]],
  "forces_ev_per_a": [[0.256, -0.352, 0.451], [-1.016, 0.753, -0.041], [1.472, -1.683, -0.027], [-2.208, 0.844, 0.020], [0.712, 0.030, 1.330], [-0.475, -0.042, -0.024], [0.838, 0.134, -0.903], [1.517, -0.320, -1.642], [0.081, 0.735, 0.418], [0.273, -0.158, -0.011], [-0.371, 0.121, -0.303], [-0.024, 0.536, 0.071], [-0.081, 0.229, -0.229], [0.616, -0.295, 0.159], [0.224, 0.236, -0.713], [-0.142, -0.437, 0.248], [-0.473, -0.493, -0.745], [-0.590, 0.533, 0.703], [0.054, -0.277, 0.599], [-0.527, 0.452, 0.309], [0.125, -0.371, -0.297], [0.278, -0.046, -0.099], [-0.050, 0.394, -0.183], [-0.509, -0.465, 0.926], [2.121, -1.205, -0.394], [-1.619, 0.464, 0.474], [0.740, -0.091, -0.591], [2.716, 0.561, 0.560], [-1.621, 1.975, 2.061], [-1.274, -1.961, -1.810], [-0.675, -0.084, 0.283], [0.866, 0.571, -0.109], [1.670, -1.330, -1.570], [0.103, -0.257, -0.188], [-0.493, 0.610, 0.713], [-0.374, -0.377, -0.377], [-0.572, 0.839, 0.027], [0.177, -0.999, -0.572], [-0.719, 0.058, 0.004], [-1.222, 0.489, -0.065], [0.126, -0.935, -0.647], [0.528, 0.080, -0.165], [0.612, -0.001, 0.367], [0.448, -0.478, 0.553], [-0.061, 1.059, 0.199], [-0.718, 0.659, -0.141], [-0.612, -0.167, 0.699], [-0.093, 0.534, 0.660], [2.057, -0.749, -0.136], [-0.700, 0.598, -1.230], [-0.979, 0.245, -0.281], [-0.017, -0.939, 2.307], [-0.777, 0.505, 0.838], [-1.729, 1.264, -0.300], [0.190, -0.362, -1.974], [-0.154, -0.161, 0.397], [-0.262, 0.142, 0.888], [0.296, -0.022, -0.492], [-0.538, -0.078, 0.712], [-0.467, -0.060, 0.225], [-0.319, -0.176, -0.317], [1.026, 0.093, -0.088], [0.139, 0.558, -0.400], [-0.024, -0.110, -0.265], [0.340, -0.499, -0.450], [-0.101, 0.250, -0.329], [0.183, -0.025, 0.683], [-0.021, -0.648, -0.177], [1.202, 0.034, 0.307], [0.467, 0.530, 0.105], [-0.329, 0.346, 0.340], [0.330, -0.841, -0.390], [1.328, -1.220, 0.920], [-0.447, 0.703, -1.623], [-0.005, 0.043, 0.305], [-0.926, 0.177, -0.372], [2.395, 2.079, 0.456], [-0.543, -0.479, 1.843], [0.169, -0.233, -0.382], [-0.381, 0.329, -0.533], [0.108, 0.384, -0.115], [-0.329, -0.106, 0.109], [-0.293, -0.181, 0.126], [0.305, 0.091, -0.276], [0.010, -0.484, -0.290], [-0.902, -0.876, 0.010], [-0.473, -0.355, 0.046], [-0.110, 0.096, 0.310], [0.081, -0.018, -0.526], [-0.569, 0.044, 0.423], [1.126, 0.091, 2.890], [1.471, -1.071, -0.713], [-1.783, 0.391, -0.885], [0.179, 0.363, -0.320], [0.300, -0.032, 0.343], [0.207, -0.563, -0.283], [-0.209, -0.184, 0.060], [-0.443, 0.182, -0.335], [0.664, 0.276, -0.518], [-0.877, 0.370, -0.485], [-0.022, 0.134, -0.179], [0.941, 0.922, -0.130], [-1.083, 0.431, -0.376], [-0.521, -1.766, 0.248], [0.270, 0.604, 0.245], [-0.206, 0.417, 0.036], [-0.083, -0.165, -0.115], [0.045, -0.126, 0.420], [0.305, -0.681, -0.075], [-0.081, 0.479, 0.713], [0.756, -0.066, -0.358], [-0.305, 0.088, -0.114], [-0.045, -0.123, -0.549], [1.360, -0.303, 1.051], [0.358, -1.106, 0.456], [0.160, 0.300, 0.693], [-1.754, 0.289, 0.052], [-0.809, -0.427, -0.371], [0.287, 0.128, -0.065], [-0.145, 0.062, 0.207], [0.097, -0.121, -0.393], [0.482, 0.324, -0.318], [-0.293, 0.064, -0.816], [0.251, 0.302, 0.063], [0.135, 0.557, -0.471]],
  "total_energy_ev": -59862.136,
  "multiplicity": 2,
  "homo_lumo_gap_ev": [7.2673, 2.0159],
  "charge": 1,
  "max_force_ev_per_a": 3.3
}